Record 1
Entry from OMol25: a molecular structure, C27H21BN10O9V (wB97M-V/def2-TZVPD).

Each line ends with the Mulliken spin population.
Atoms and positions in Å:
V 0.68370 -0.18901 -0.28199  2.0409
C 1.07937 -4.33466 0.58165  -0.0029
C 1.59542 -3.07760 0.60264  0.0089
N 0.87315 -2.27722 -0.14550  -0.0232
N -0.16600 -3.00335 -0.63381  -0.0051
C -0.00165 -4.30611 -0.27433  0.0141
B -1.48619 -2.44869 -1.27882  -0.0061
N -1.09256 -1.46959 -2.48262  -0.0112
C -1.68385 -1.22608 -3.65342  0.0060
C -0.98968 -0.20049 -4.30467  -0.0015
C -0.00323 0.22517 -3.35401  0.0038
N -0.09148 -0.54823 -2.28893  -0.0081
N -2.17637 -1.48685 -0.23691  -0.0171
C -3.46198 -1.37726 0.09690  0.0029
C -3.60031 -0.16235 0.77612  -0.0025
C -2.24841 0.43852 0.76965  -0.0069
N -1.43720 -0.49182 0.19641  0.0012
N -2.38324 -3.61391 -1.75917  -0.0002
C -2.24821 -4.25543 -2.97492  0.0000
C -2.90332 -5.46433 -2.83710  0.0000
C -3.45036 -5.45455 -1.59563  0.0000
N -3.12283 -4.37558 -0.88171  -0.0002
H 1.43962 -5.24429 1.06894  0.0007
H 2.49846 -2.70303 1.01665  0.0009
H -0.72068 -5.05589 -0.41879  0.0025
H -2.60813 -1.78110 -3.98502  0.0003
H -1.14715 0.24109 -5.30508  0.0001
H 0.77606 0.97542 -3.34916  0.0007
H -4.19845 -2.05665 -0.28490  0.0004
H -4.50350 0.38162 1.09316  0.0000
H -1.82932 1.23082 1.25196  -0.0013
H -1.53963 -3.98003 -3.70647  -0.0003
H -2.94285 -6.37834 -3.48974  0.0000
H -4.10281 -6.16692 -1.16274  0.0000
C -0.24152 -1.18504 5.82900  0.0004
C 0.54650 -1.05584 4.51509  0.0011
O 0.87098 -2.05037 3.89923  0.0020
C 0.96359 0.38977 4.11657  0.0125
C 1.48843 1.07964 5.25088  -0.0049
C 1.87864 2.38340 5.02698  0.0107
C 1.78034 2.97084 3.70760  -0.0031
C 1.43843 2.24253 2.64934  0.0055
C 1.03251 0.95648 2.81492  0.0018
O 0.79060 0.11819 1.75602  0.0861
H -0.80018 -2.09034 6.00945  0.0000
H -0.80470 -0.23423 5.99656  -0.0002
H 0.49140 -1.15157 6.60654  0.0001
H 1.51789 0.70325 6.09912  -0.0001
H 2.13718 2.90484 5.96716  -0.0002
H 1.98203 4.08120 3.61312  0.0001
H 1.53884 2.67372 1.71996  -0.0021
O 4.07074 1.09912 -2.20200  0.0220
C 3.00269 1.13023 -1.71672  0.0201
O 2.35896 0.07159 -1.21957  -0.0110
C 2.21140 2.43744 -1.73678  0.0847
C 2.75588 3.42125 -2.54407  -0.0610
C 2.20204 4.72976 -2.67552  0.2293
C 1.06434 5.07908 -1.92536  -0.0430
C 0.50132 4.05067 -1.21082  0.1449
C 1.01030 2.72596 -1.05565  0.1447
O 0.39568 1.84235 -0.36949  0.3033
N -0.75455 4.32641 -0.41437  -0.0119
O -1.78720 3.94569 -0.92361  0.0167
O -0.70779 4.92515 0.66387  0.0039
N 3.10818 5.68642 -3.21151  -0.0231
O 4.08780 5.33141 -3.78721  0.0124
O 2.73575 6.84046 -3.02898  0.0528
H 3.73256 3.22148 -3.01343  0.0044
H 0.59451 6.03576 -1.97494  0.0041

As for the expectation value of S²: 3.807. As for the spin multiplicity: 4. The energy above the lowest of the compared OMol25 structures with the same formula, charge and spin is 53.7 kcal/mol. For the LUMO energy (alpha / beta), the calculation gives -1.799 / -4.858 eV. The HOMO energy (alpha / beta) comes out at -8.0 / -7.9 eV.

---

Record 2
Entry from OMol25: C2H4N4OS in the gas phase (wB97M-V/def2-TZVPD).

Each line ends with the Löwdin charge.
Atoms and positions in Å:
H -3.21712 -0.01070 -0.31280  0.1366
N -2.57367 -0.87769 0.00288  0.1362
C -1.38078 -0.52027 -0.08266  -0.4522
N -0.15918 -1.30184 0.11020  0.1457
C 0.89388 -0.56576 -0.11542  -0.9902
S 2.44149 -1.03368 -0.08811  0.6697
N 0.55253 0.67264 -0.35928  -0.2184
N 1.16026 1.73623 0.11002  0.0422
O -0.93397 0.78398 -0.12824  0.0593
H -0.20897 -2.29163 0.03567  0.1462
H 2.07825 1.96238 -0.41056  0.1366
H 1.34728 1.44634 1.23829  0.1882

The energy above the lowest of the compared OMol25 structures with the same formula, charge and spin is 53.3 kcal/mol. For the LUMO energy, the calculation gives 0.358 eV. The HOMO energy comes out at -9.1 eV.

---

Record 3
Entry from OMol25: a molecular structure, C27H35N5O2P2Pb (wB97M-V/def2-TZVPD).

Each line ends with the Löwdin charge.
Atoms and positions in Å:
Pb -0.13595 -2.57306 0.67192  1.1348
C -0.67652 3.52926 5.50175  0.0765
C -1.12256 2.55638 4.69388  0.0872
C -0.91602 2.30549 3.20659  -0.1425
C 0.18316 1.31124 2.80408  -0.1795
C 1.57439 1.83762 3.04552  -0.0711
C 1.93690 3.01722 3.59213  -0.0675
C 1.19131 4.28315 3.99142  -0.1689
C 0.62793 4.26597 5.43502  -0.1143
C 0.96022 -2.90639 2.63378  -0.3314
H -1.28020 3.86090 6.34766  0.1563
H -1.77188 1.78703 5.14505  0.1593
H -0.78673 3.22634 2.61443  0.1236
H -1.86148 1.79811 2.94655  0.1277
H 0.03971 0.34192 3.32493  0.1159
H 0.06441 1.07220 1.72854  0.0892
H 2.37464 1.12080 2.79944  0.1132
H 2.99028 3.10844 3.91082  0.1250
H 0.41050 4.55880 3.26881  0.1109
H 1.96718 5.07212 3.98627  0.1342
H 1.39655 3.76840 6.05003  0.1578
H 0.52329 5.30084 5.80960  0.1431
H 0.16405 -3.45266 3.18774  -0.0415
H 1.27046 -1.96217 3.12772  -0.0173
H 1.82651 -3.56764 2.45874  0.0041
P 1.39565 -1.41813 -1.46142  0.9172
P -1.99549 -1.14650 -1.32975  0.9662
N 2.59356 -0.19104 -1.50034  -0.2855
N 2.22261 -2.64364 -2.45164  -0.2425
N -2.05702 0.65303 -1.49996  -0.2495
N -3.61925 -1.39158 -2.04708  -0.2670
C 0.35396 -0.70120 -2.79619  -0.3693
C -1.05558 -1.32024 -2.90306  -0.3693
C 3.51774 -0.02035 -0.46066  -0.1401
C 4.51830 0.82083 -0.91996  -0.0644
C 4.21793 1.15327 -2.28547  -0.0475
C 3.03959 0.51095 -2.62481  -0.1189
C 2.52082 -3.92823 -1.97705  -0.1485
C 2.93829 -4.70908 -3.05091  -0.0625
C 2.88323 -3.88251 -4.22197  -0.0503
C 2.47678 -2.61490 -3.82421  -0.1249
C -1.68166 1.48294 -0.44090  -0.1740
C -1.54123 2.78633 -0.89881  -0.0765
C -1.82596 2.76680 -2.30146  -0.0528
C -2.09986 1.45072 -2.64875  -0.1566
C -4.43001 -0.68397 -2.94375  -0.1190
C -5.57353 -1.43714 -3.19938  -0.0594
C -5.44168 -2.66864 -2.47675  -0.0778
C -4.23229 -2.63192 -1.80561  -0.1610
H 0.84640 -0.83830 -3.77409  0.0715
H 0.26478 0.38600 -2.60373  0.0870
H -1.61572 -0.82389 -3.71553  0.0875
H -1.01639 -2.39739 -3.14016  0.0996
H 3.34053 -0.51801 0.48506  0.0905
H 5.37474 1.16288 -0.36157  0.1011
H 4.77904 1.78519 -2.94924  0.1056
H 2.46583 0.49821 -3.54095  0.1024
H 2.45232 -4.14005 -0.91517  0.0871
H 3.23530 -5.75217 -3.01404  0.1072
H 3.10249 -4.16879 -5.23934  0.1079
H 2.38863 -1.69532 -4.39563  0.1006
H -1.61484 1.07353 0.55434  0.0595
H -1.23725 3.64229 -0.30573  0.0937
H -1.84626 3.60979 -2.97696  0.1089
H -2.32945 1.03572 -3.62198  0.1037
H -4.15161 0.28663 -3.32689  0.0852
H -6.39712 -1.15022 -3.83422  0.1040
H -6.14858 -3.48513 -2.45748  0.1020
H -3.73193 -3.35474 -1.17613  0.0917
O -2.04710 -3.51307 2.36301  -0.1304
N -1.84202 -3.25942 3.59100  -0.0783
O -2.34685 -2.27980 4.14287  0.1212

As for the charge: +2. The energy above the lowest of the compared OMol25 structures with the same formula, charge and spin is 28.1 kcal/mol. For the LUMO energy (alpha / beta), the calculation gives -9.923 / -8.764 eV. The HOMO energy (alpha / beta) comes out at -12.6 / -12.6 eV.

---

Record 4
Entry from OMol25: C9H19NOS in the gas phase (wB97M-V/def2-TZVPD).

Each line ends with the Löwdin charge.
Atoms and positions in Å:
C -1.78452 -3.47624 0.19491  -0.1633
C -1.18680 -2.35766 -0.48747  -0.3428
C -2.24851 -1.55817 -1.18518  -0.1690
N -1.51917 -0.59338 -2.08269  -0.0448
C -0.86250 0.56299 -1.79786  -0.8121
S -1.16014 1.71177 -2.91294  0.6946
O -0.13121 0.72997 -0.60837  -0.0780
C 0.42825 1.97482 -0.15843  -0.4072
C -0.73177 2.85700 0.31754  -0.0394
C 1.36359 1.72654 1.02113  -0.1582
C 2.41660 0.60213 0.66650  -0.2114
C 3.46357 0.44922 1.81357  -0.0871
H -2.31030 -3.97984 -0.69709  0.0907
H -2.51587 -3.08598 0.97302  0.1001
H -1.13618 -4.37508 0.60519  0.1146
H -0.42780 -2.54843 -1.28809  0.1387
H -0.74841 -1.85681 0.36218  0.1010
H -2.95057 -1.12598 -0.43667  0.1349
H -2.89352 -2.10347 -1.87118  0.1194
H -1.65944 -0.80506 -3.03569  0.0889
H 1.01549 2.42683 -0.83117  0.0965
H -1.23427 2.15003 0.99484  0.0935
H -1.31781 3.27000 -0.47597  0.0420
H -0.26589 3.65727 0.94318  0.0955
H 0.78713 1.30331 1.87576  0.1249
H 1.92390 2.60787 1.42654  0.1319
H 1.76399 -0.29724 0.61220  0.1062
H 2.80545 0.81990 -0.26078  0.0746
H 3.87385 1.40557 2.09621  0.0638
H 2.96135 0.03908 2.66391  0.0647
H 4.28149 -0.13093 1.56288  0.0368

The energy above the lowest of the compared OMol25 structures with the same formula, charge and spin is 47.5 kcal/mol. For the LUMO energy, the calculation gives 0.744 eV. The HOMO energy comes out at -8.0 eV.

---

Record 5
Entry from OMol25: a molecular structure, C15H30Cl12O9 (wB97M-V/def2-TZVPD).

Each line ends with the Löwdin charge.
Atoms and positions in Å:
C 7.38561 -12.92395 -20.54908  -0.0165
O 7.26082 -14.30472 -20.19656  0.0015
C 6.46620 -15.06793 -20.90731  -0.6378
O 6.04454 -14.81666 -22.00410  0.1191
O 6.10900 -16.12516 -20.19869  -0.0261
C 5.28152 -17.12069 -20.80463  -0.0769
H 7.37372 -12.80750 -21.63103  0.0939
H 8.35221 -12.57419 -20.20046  0.0936
H 6.56599 -12.40932 -20.05487  0.1000
H 5.33215 -17.26358 -21.88323  -0.0101
H 4.26822 -16.81198 -20.55863  0.0342
H 5.57282 -18.07098 -20.36715  0.0937
C 0.33400 -20.26073 -14.30740  -0.0739
O 0.95548 -21.08132 -15.26041  -0.0287
C 1.20404 -22.37653 -15.03063  -0.6220
O 0.89492 -22.97211 -14.03079  0.1324
O 1.75261 -22.81741 -16.13449  -0.0370
C 2.28259 -24.13174 -16.25230  -0.0332
H -0.72396 -20.54217 -14.21130  0.0929
H 0.38625 -19.24535 -14.68429  0.0740
H 0.69536 -20.37307 -13.28252  0.1002
H 2.23633 -24.63774 -15.28676  0.0942
H 3.30003 -23.97407 -16.59196  0.0869
H 1.72054 -24.78753 -16.91500  0.0892
C 2.13412 -20.20831 -22.28072  -0.0286
O 1.25609 -19.65209 -21.31474  0.0242
C 1.76748 -19.24736 -20.17769  -0.5752
O 2.94795 -19.10553 -19.92353  0.0269
O 0.77147 -18.93968 -19.33587  0.0077
C 1.11468 -18.51086 -18.04103  -0.0769
H 2.85048 -19.49827 -22.69864  0.0749
H 1.46820 -20.55135 -23.06944  0.1056
H 2.73704 -21.03712 -21.90855  0.0676
H 0.51865 -17.68784 -17.64583  0.0678
H 2.14538 -18.18810 -17.91481  0.0225
H 0.90567 -19.34894 -17.37077  0.0860
C -2.72280 -17.83938 -14.99782  -1.0135
Cl -1.93477 -18.43287 -16.50756  0.5323
Cl -2.89366 -16.11292 -15.01578  0.5427
H -3.71839 -18.26566 -14.93158  0.0264
H -2.14147 -18.18177 -14.14862  0.0200
C 1.27650 -15.45170 -20.35162  -0.9968
Cl -0.48249 -15.24071 -20.40533  0.5232
Cl 1.93769 -16.00270 -21.91160  0.5463
H 1.73899 -14.50170 -20.10893  0.0289
H 1.50656 -16.16016 -19.56294  -0.0066
C -0.80362 -22.16311 -19.44640  -1.0394
Cl -1.23829 -23.21480 -18.07209  0.5184
Cl -2.22596 -21.65580 -20.31605  0.5362
H -0.34952 -21.25011 -19.07371  0.0002
H -0.12292 -22.71530 -20.08328  0.0241
C 4.22860 -20.60984 -18.98775  -0.9770
Cl 4.54059 -20.47028 -17.26010  0.5322
Cl 3.17429 -21.97937 -19.37408  0.6031
H 3.65088 -19.72220 -19.22303  -0.1807
H 5.15437 -20.74717 -19.52891  0.0379
C 5.70218 -15.93116 -17.17018  -0.9811
Cl 4.16607 -16.69356 -17.65614  0.5806
Cl 5.74614 -15.60947 -15.42287  0.5170
H 6.46806 -16.64729 -17.44034  0.0303
H 5.85429 -15.01172 -17.71986  0.0193
C 4.33793 -18.68184 -25.32645  -1.0177
Cl 5.22415 -20.19540 -25.12563  0.5173
Cl 4.80260 -17.46399 -24.13226  0.5849
H 4.45422 -18.25927 -26.31862  0.0303
H 3.27860 -18.87737 -25.18658  0.0155

The energy above the lowest of the compared OMol25 structures with the same formula, charge and spin is 63.8 kcal/mol. For the LUMO energy, the calculation gives 0.374 eV. The HOMO energy comes out at -9.4 eV.

---

Record 6
Entry from OMol25: a molecular structure, C23H30MoNO7 (wB97M-V/def2-TZVPD).

Each line ends with the Mulliken spin population.
Atoms and positions in Å:
C 6.02181 1.15670 -2.10752  0.0000
C 5.70176 0.45701 -0.75475  -0.0017
C 4.95401 0.72253 -3.13859  -0.0008
C 4.34242 -0.55798 -2.55516  0.0009
H 5.44023 0.59088 -4.11603  -0.0002
H 4.18141 1.51388 -3.22226  0.0002
C 4.45786 -0.37665 -1.02576  0.0008
H 5.52542 1.21324 0.01938  0.0000
H 6.52397 -0.18570 -0.42886  0.0001
C 3.20260 0.43705 -0.73839  0.0402
H 4.38197 -1.33393 -0.48712  0.0003
H 4.92374 -1.40679 -2.93455  0.0003
C 2.82311 -0.71440 -2.75271  0.0045
C 5.99867 2.66768 -2.03154  0.0008
C 7.44465 0.99593 -2.61862  -0.0002
O 7.65779 0.61229 -3.75161  0.0000
O 5.45425 3.35757 -1.18382  -0.0002
O 6.71936 3.17378 -3.05183  0.0000
O 8.48826 1.28613 -1.81231  0.0000
C 8.44320 1.87407 -0.48301  0.0000
H 7.76390 1.35224 0.20276  0.0000
H 8.18402 2.94043 -0.53777  0.0000
H 9.46436 1.78745 -0.09976  0.0000
C 6.72161 4.60214 -3.10645  0.0000
H 5.70264 5.00943 -3.17471  0.0000
H 7.29119 4.82534 -4.00623  0.0000
H 7.21216 5.02227 -2.21639  0.0000
O 2.19461 -0.03308 -1.64409  -0.0945
H 3.40479 1.51329 -0.91267  -0.0075
H 2.82626 0.35918 0.29969  0.0033
C 2.45792 -2.21066 -2.73115  -0.0013
C 2.21092 -0.03590 -3.98496  0.0018
H 2.88314 -0.09750 -4.84715  -0.0001
H 1.97963 1.01535 -3.75075  -0.0011
H 1.26216 -0.55275 -4.18920  -0.0006
H 1.36392 -2.34021 -2.68109  -0.0011
H 2.93019 -2.76144 -1.89807  0.0005
H 2.81287 -2.65676 -3.67291  -0.0004
Mo -0.59980 0.32144 0.33357  1.8087
C -1.02279 -1.83537 1.10507  0.1016
C 0.29057 -2.12183 0.57405  0.0412
C 1.24680 -1.32688 1.26064  0.0188
H 0.53225 -2.91529 -0.14106  -0.0070
C 0.55009 -0.49413 2.20739  -0.0767
C -0.85290 -0.87028 2.18300  -0.0750
H -1.62937 -0.54936 2.88025  0.0043
H -1.94711 -2.34814 0.84975  0.0121
H 2.32856 -1.44018 1.16654  0.0085
H 1.00925 0.22794 2.88833  0.0010
C -1.65265 1.63316 -1.04167  0.1818
C -2.06368 1.95878 0.30713  0.0214
C -0.88657 2.35286 1.04356  -0.0796
H -3.09238 2.01436 0.66374  0.0124
C 0.24524 2.32085 0.14002  0.0401
C -0.23150 1.86859 -1.15057  -0.0935
H 0.37575 1.72959 -2.04961  0.0308
H -2.29110 1.28507 -1.84992  0.0253
H -0.87673 2.70070 2.07450  -0.0014
H 1.26552 2.62942 0.34877  0.0097
O -2.85753 -1.40682 -1.33967  0.0202
N -2.01420 -1.85490 -2.14136  0.0034
O -0.78680 -1.75096 -1.89853  0.0479

As for the charge: -1. As for the expectation value of S²: 2.011. As for the spin multiplicity: 3. For the LUMO energy (alpha / beta), the calculation gives 2.147 / 2.147 eV. The HOMO energy (alpha / beta) comes out at -2.6 / -2.9 eV.

---

> Which formula does entry 5 have?

C15H30Cl12O9